13
Properties=species:S:1:pos:R:3:forces:R:3 method="wB97M-V/def2-TZVPD" e_homo_ev=-9.593 e_above_lowest_kcal_mol=84.7 homo_lumo_gap_ev=10.36 total_charge=0
O 1.211 -0.576 1.443 0.3 0.4 -0.2
C 0.356 -0.121 0.430 0.4 -0.3 0.5
C -0.549 -1.051 -0.322 -0.8 0.9 -0.9
N -0.910 0.463 -0.871 0.0 -1.4 0.2
C -0.840 0.829 0.599 0.1 -0.1 0.4
C 0.590 0.643 -0.898 0.4 -0.1 0.1
H 1.929 -1.099 1.051 -0.3 0.2 0.1
H -0.108 -1.716 -1.079 -0.1 0.4 0.1
H -1.360 -1.548 0.230 0.2 0.4 -0.2
H -0.621 1.883 0.802 0.0 -0.2 -0.2
H -1.703 0.486 1.177 0.2 0.0 -0.1
H 1.074 0.123 -1.732 0.0 0.0 0.2
H 0.930 1.682 -0.829 -0.2 -0.1 0.0

***

13
Properties=species:S:1:pos:R:3:forces:R:3 method="wB97M-V/def2-TZVPD" e_homo_ev=-10.011 e_above_lowest_kcal_mol=42.8 homo_lumo_gap_ev=11.06 smiles="C[C@H]1CN1C=O" total_charge=0
C -1.216 -0.262 1.301 0.0 0.0 0.0
C -0.496 -0.221 -0.020 -0.2 -0.1 0.0
C -0.123 1.034 -0.683 -0.2 0.2 -0.2
N 0.898 0.259 0.060 0.3 -0.1 0.1
C 1.807 -0.456 -0.761 0.0 -0.2 -0.4
O 1.516 -1.118 -1.727 0.2 0.3 0.4
H -0.891 -1.131 1.882 -0.1 0.1 -0.1
H -0.988 0.638 1.880 -0.1 -0.1 -0.1
H -2.300 -0.330 1.158 0.2 0.0 0.0
H -0.639 -1.069 -0.688 0.0 0.1 0.1
H -0.048 1.031 -1.769 0.0 -0.1 0.2
H -0.370 1.990 -0.229 0.1 -0.2 0.0
H 2.849 -0.364 -0.405 -0.2 0.0 -0.1

***

13
Properties=species:S:1:pos:R:3:forces:R:3 method="wB97M-V/def2-TZVPD" e_homo_ev=-9.707 e_above_lowest_kcal_mol=87.9 homo_lumo_gap_ev=10.16 smiles="CCCC1=NO1" total_charge=0
C -1.781 -0.232 0.227 -0.1 0.0 0.0
C -0.436 -0.395 -0.475 0.0 -0.1 0.0
C 0.587 0.658 -0.019 0.0 0.0 0.0
C 1.944 0.091 0.113 0.1 -0.3 0.0
O 3.110 0.582 0.455 0.0 0.1 0.0
N 2.588 -0.983 0.029 -0.3 0.4 0.0
H -2.501 -0.978 -0.124 0.1 0.1 0.0
H -1.667 -0.362 1.309 0.0 0.0 -0.2
H -2.210 0.761 0.052 0.1 -0.1 0.0
H -0.564 -0.334 -1.561 0.0 0.0 0.2
H 0.644 1.514 -0.702 0.0 -0.1 0.1
H 0.328 1.073 0.964 0.1 -0.1 -0.1
H -0.041 -1.396 -0.268 0.0 0.1 0.0

***

13
Properties=species:S:1:pos:R:3:forces:R:3 method="wB97M-V/def2-TZVPD" e_homo_ev=-9.995 e_above_lowest_kcal_mol=36.0 homo_lumo_gap_ev=10.98 total_charge=0
C -0.761 -0.708 -1.381 0.2 0.1 0.0
C -0.338 -0.731 0.077 -0.4 -0.5 0.0
C 1.026 -0.091 0.260 0.2 0.0 -0.1
C 0.281 0.918 1.086 0.3 0.6 0.2
N 0.595 2.037 1.567 -0.2 -0.7 0.1
O -0.930 0.264 0.994 0.0 0.2 -0.4
H -1.521 -1.433 -1.696 0.0 0.3 0.3
H 0.180 -0.939 -1.894 -0.4 -0.1 -0.3
H -1.029 0.315 -1.668 -0.1 -0.2 0.0
H -0.485 -1.707 0.540 0.2 0.0 -0.1
H 1.752 -0.746 0.737 0.1 0.4 0.2
H 1.424 0.349 -0.658 0.1 -0.1 0.2
H -0.196 2.473 2.035 -0.1 0.1 -0.1

***

13
Properties=species:S:1:pos:R:3:forces:R:3 method="wB97M-V/def2-TZVPD" e_homo_ev=-10.265 e_above_lowest_kcal_mol=60.8 homo_lumo_gap_ev=11.19 smiles=CO[C@@H](C)C#N total_charge=0
C 1.980 0.373 0.178 0.0 0.0 0.1
O 1.046 -0.683 -0.101 -0.6 -0.2 0.5
C -0.278 -0.384 -0.533 -1.1 0.0 0.5
C -1.645 -0.791 0.251 0.5 -0.7 0.0
C -0.583 1.023 -0.384 0.3 1.8 -0.1
N -0.829 2.040 0.108 0.1 -0.4 -0.8
H 1.479 1.330 0.341 0.1 -0.2 0.1
H 2.713 0.510 -0.633 -0.4 -0.3 0.0
H 2.523 0.101 1.087 -0.1 0.0 -0.1
H -0.382 -0.884 -1.502 -0.1 0.7 -0.1
H -1.686 -1.863 0.360 -0.1 -0.4 0.1
H -1.842 -0.299 1.218 0.7 -0.2 -0.4
H -2.495 -0.474 -0.389 0.7 -0.2 0.1

***

13
Properties=species:S:1:pos:R:3:forces:R:3 method="wB97M-V/def2-TZVPD" e_homo_ev=-8.542 e_above_lowest_kcal_mol=73.1 homo_lumo_gap_ev=9.33 total_charge=0
C -1.199 1.395 -0.837 -0.1 0.1 0.0
C -1.487 0.139 -0.018 -0.3 0.1 0.1
O -2.372 0.034 0.806 0.2 -0.1 -0.4
C -0.410 -0.801 -0.405 0.2 0.0 0.4
C 1.828 -1.057 0.414 0.2 -0.1 -0.1
N 0.391 -0.963 0.620 -0.2 0.3 -0.2
H -1.719 1.307 -1.796 0.0 0.0 0.1
H -0.131 1.463 -1.084 -0.2 0.0 0.1
H -1.526 2.292 -0.308 -0.1 -0.1 0.0
H 1.975 -0.925 -0.657 0.2 -0.2 0.2
H 2.262 -0.197 0.934 0.2 -0.2 -0.1
H 2.293 -1.979 0.764 -0.2 0.0 0.1
H 0.095 -0.710 1.567 0.1 0.2 -0.2

***

13
Properties=species:S:1:pos:R:3:forces:R:3 method="wB97M-V/def2-TZVPD" e_homo_ev=-9.366 e_above_lowest_kcal_mol=30.8 homo_lumo_gap_ev=10.27 smiles="O=CN1CCC1" total_charge=0
O 0.464 -2.793 -0.353 -0.2 0.2 0.1
C -0.332 -1.973 0.064 0.0 0.1 -0.1
N -0.256 -0.647 -0.184 0.0 -0.4 0.0
C 0.861 0.105 -0.743 0.2 0.0 -0.1
C 0.166 1.401 -0.255 0.0 0.2 0.0
C -0.922 0.514 0.404 -0.2 0.1 0.1
H -1.215 -2.235 0.683 0.1 0.0 -0.1
H 1.817 -0.132 -0.260 -0.2 0.0 -0.1
H 0.975 -0.007 -1.825 0.0 0.0 0.2
H 0.752 2.011 0.435 -0.1 -0.1 -0.1
H -0.214 2.032 -1.062 0.1 -0.1 0.1
H -1.948 0.675 0.050 0.2 0.0 0.0
H -0.917 0.519 1.501 0.0 0.0 -0.2

***

13
Properties=species:S:1:pos:R:3:forces:R:3 method="wB97M-V/def2-TZVPD" e_homo_ev="-8.083 / -7.970" e_above_lowest_kcal_mol=110.2 homo_lumo_gap_ev="7.87 / 8.08" total_charge=0
O 1.474 1.066 0.736 -0.6 0.1 0.5
C 1.133 0.471 -0.379 -0.6 -0.3 0.1
C 0.777 -1.006 -0.252 0.0 0.0 0.0
C -0.718 -0.865 0.220 0.1 0.0 0.0
C -0.971 0.633 0.127 -0.2 -0.2 -0.3
N -0.033 1.120 -0.833 -0.2 0.2 0.1
H 0.834 -1.547 -1.201 0.0 0.2 0.2
H 1.420 -1.494 0.487 -0.1 0.1 -0.2
H -1.337 -1.392 -0.520 0.1 0.2 0.2
H -0.972 -1.267 1.208 0.2 0.1 -0.2
H -2.009 0.985 0.070 0.4 0.0 0.1
H 0.349 1.161 1.158 0.9 -0.1 -0.3
H 0.053 2.135 -0.821 0.1 -0.3 -0.1